No. 1
97
Properties=species:S:1:pos:R:3:forces:R:3 method="wB97M-V/def2-TZVPD" total_charge=-2 multiplicity=6 e_homo_ha="-0.0261 / -0.0345" energy_ev=-115845.03461 max_force_ev_per_a=2.75 lumo_ev="3.7569 / 3.7557"
Fe -0.10169 -0.75075 -0.04034 0.432 0.952 0.029
C 0.26868 8.65327 3.21921 0.872 0.886 -0.967
O -0.80757 7.79157 2.97273 -0.261 -0.122 -0.244
C -0.59209 6.45445 2.63713 0.084 0.423 0.581
C -0.40241 6.05578 1.31853 -0.656 0.776 0.115
C -0.36648 4.72160 1.02073 0.685 -1.035 0.738
C -0.40479 3.72057 2.03332 -1.072 1.062 -0.526
C -0.68973 4.15973 3.33908 1.233 -0.217 -0.404
C -0.70680 5.51699 3.64684 -0.224 -0.142 0.335
C -0.30227 2.33715 1.53964 0.730 -0.471 -0.214
C -1.38848 1.50472 1.48493 -1.949 0.193 0.434
C -2.71408 1.83449 2.25699 0.996 0.423 0.095
C -3.43117 0.53604 2.12231 -0.384 -1.374 -0.113
C -2.65743 -0.34796 1.39168 -0.638 1.425 1.243
N -1.49399 0.30271 0.91514 -0.040 -0.497 0.173
C -2.88233 -1.75917 1.16940 0.195 -0.253 0.158
C -2.57658 -2.25593 -0.11980 -0.281 -0.450 -2.697
C -3.38265 -3.07611 -0.98266 0.619 0.183 0.692
C -2.73953 -3.13249 -2.22867 0.028 0.043 0.426
C -1.59531 -2.34921 -2.14014 -0.132 0.953 2.032
C -0.59357 -2.00504 -3.11754 -0.023 -0.289 0.181
C -0.98176 -1.51976 -4.38657 -0.123 0.143 -0.725
C -0.00176 -1.00254 -5.30889 -0.843 -0.935 1.838
C -0.34931 -0.35199 -6.42933 -0.327 0.563 -1.951
C -1.68814 -0.21588 -6.79368 -0.589 0.479 0.592
O -2.04763 0.54002 -7.91222 0.299 0.140 -0.288
C -2.86788 1.64266 -7.58588 -1.446 -0.258 0.821
C -2.66772 -0.68058 -5.91403 -1.055 -0.311 -0.632
C -2.36219 -1.36405 -4.75958 0.194 -0.178 0.951
C 0.78928 -1.93403 -2.64620 0.607 -0.289 -0.802
N 1.09003 -1.14797 -1.61421 1.287 -0.077 0.196
C 2.48341 -1.13583 -1.52216 -0.194 -0.510 0.246
C 3.15565 -0.35532 -0.55134 -1.271 0.817 0.052
C 4.58454 -0.56146 -0.37637 1.139 -0.993 0.136
C 5.53604 -0.22285 -1.31849 1.330 0.141 0.065
C 6.89846 -0.57640 -1.10898 -1.058 -0.298 0.243
C 7.23845 -1.27187 0.04396 2.223 0.417 -0.260
O 8.57005 -1.70924 0.29350 -1.865 0.066 0.323
C 9.61742 -1.19196 -0.46086 0.401 0.922 1.385
C 6.33579 -1.50829 1.05460 -0.662 -1.286 0.564
C 5.00361 -1.28471 0.76287 -0.761 1.175 0.546
C 2.52497 0.58420 0.23607 0.740 0.986 0.011
C 3.20719 1.65199 0.99715 -0.878 -0.371 -0.517
C 2.23356 2.50881 1.42333 0.296 -0.402 0.515
C 0.96031 1.89588 1.03426 0.028 0.887 0.368
N 1.14977 0.83549 0.26784 0.398 -0.797 0.311
C 3.07424 -2.00693 -2.48446 -1.544 0.206 0.334
C 1.97196 -2.51307 -3.19458 0.256 0.295 -0.937
N -1.53054 -1.78244 -0.85270 -0.002 -0.973 -1.237
C -3.32617 -2.72510 2.15340 -0.448 0.141 0.719
C -4.15985 -2.39047 3.23887 0.541 -1.065 -0.876
C -4.62002 -3.33388 4.12101 -0.199 0.200 0.628
C -4.23768 -4.64898 4.07570 0.369 -1.258 -0.469
O -4.77738 -5.56409 4.99539 -0.352 0.481 -0.319
C -3.88084 -6.44691 5.64889 -0.660 0.160 -0.385
C -3.39743 -5.03663 3.02667 0.433 -0.152 0.241
C -2.93297 -4.08015 2.11724 -0.042 -0.701 -0.002
H 0.08603 9.61853 2.68482 0.029 -0.670 0.182
H 1.25534 8.27836 2.84611 -0.785 0.010 0.370
H 0.34447 8.93964 4.26877 0.057 -0.385 0.243
H -0.44889 6.78409 0.51735 0.210 0.135 0.092
H -0.23198 4.38984 0.00059 -0.052 -0.007 -0.070
H -0.69492 3.46508 4.16780 -0.211 -0.256 -0.100
H -0.82253 5.82061 4.69852 -0.060 0.041 -0.650
H -2.45696 2.06118 3.30154 0.065 -0.277 -0.046
H -4.43847 0.34644 2.52788 0.789 0.128 -0.301
H -4.33512 -3.51588 -0.73480 0.017 -0.137 0.170
H -2.99994 -3.72076 -3.08991 -0.228 -0.068 -0.115
H 1.01625 -1.07350 -5.01728 0.735 -0.033 0.127
H 0.41263 0.05026 -7.08884 -0.029 0.084 0.009
H -2.81850 2.48555 -8.25670 0.635 -0.065 -0.842
H -2.57115 2.03741 -6.60859 -0.306 -0.131 0.063
H -3.96912 1.36626 -7.59005 1.117 0.121 0.313
H -3.74151 -0.55165 -6.15358 0.760 0.063 0.022
H -3.18037 -1.69701 -4.05902 1.149 0.463 -0.951
H 5.27780 0.35391 -2.20565 -0.100 -0.214 0.163
H 7.66000 -0.36684 -1.84102 -0.016 0.138 -0.201
H 10.49761 -1.58230 0.06830 0.057 0.275 -0.426
H 9.62884 -0.07340 -0.42109 0.053 -0.692 -0.196
H 9.61657 -1.53992 -1.46549 -0.011 -0.238 -1.082
H 6.62750 -2.01496 2.00419 -0.121 0.487 -0.988
H 4.20154 -1.49861 1.47692 0.370 -0.194 -0.115
H 4.27548 1.76082 1.13213 -0.080 -0.137 -0.025
H 2.37198 3.36465 2.11122 -0.248 -0.552 -0.715
H 4.12868 -2.23667 -2.60907 -0.323 0.115 0.016
H 2.03302 -3.07726 -4.14010 -0.190 0.101 0.749
H -4.48856 -1.40732 3.35607 -0.401 1.292 0.172
H -5.29658 -3.01971 4.88089 -0.433 0.126 0.633
H -4.50013 -7.09647 6.30771 0.563 0.473 -0.413
H -3.16665 -5.85197 6.19352 0.393 0.041 0.592
H -3.33396 -7.03802 4.92188 0.083 -0.384 -0.029
H -3.02808 -6.08280 2.95331 -0.321 0.884 -0.019
H -2.21724 -4.44756 1.39440 -0.020 0.383 -0.240
S 0.56553 -2.02977 1.52095 0.246 -0.444 0.423
F -4.40154 3.70925 2.76899 0.829 -0.447 -0.485
B -3.70184 2.97548 1.85167 -0.986 -0.101 -0.126
F -4.19044 3.10698 0.61693 0.324 0.241 0.043

=====

No. 2
102
Properties=species:S:1:pos:R:3:forces:R:3 method="wB97M-V/def2-TZVPD" total_charge=-2 multiplicity=2 e_homo_ha="-0.0248 / -0.0751" energy_ev=-255105.96708 max_force_ev_per_a=1.53 lumo_ev="3.6749 / 3.6682"
Rb 1.00063 -0.38985 1.16605 0.059 0.076 -0.102
Br 6.32888 0.08185 6.53720 0.264 0.262 0.346
C 5.26113 -0.72164 5.20003 0.152 -0.342 0.210
C 3.90512 -0.46286 5.15965 -0.127 -0.331 -0.964
C 3.13763 -1.06831 4.16166 0.237 0.019 0.284
C 3.67170 -1.96383 3.20928 1.189 0.440 0.187
C 5.07212 -2.20240 3.35549 -0.229 -0.434 -0.256
C 5.85707 -1.62257 4.32831 -0.475 0.367 -0.250
N 2.90321 -2.46193 2.20256 -0.655 0.019 -0.028
C 3.44812 -3.11627 1.18278 0.702 0.170 0.236
C 2.76355 -3.73781 0.11497 0.322 -0.201 -0.034
C 3.55942 -4.50146 -0.80392 -0.802 -0.045 -0.181
C 2.93223 -5.19500 -1.80438 -0.076 -0.127 -0.228
C 1.52960 -5.09596 -1.95733 0.272 0.336 0.031
C 0.86536 -4.24968 -1.07947 1.019 -0.750 0.242
N 1.40995 -3.64582 -0.03379 0.263 0.376 0.033
H 3.47258 0.25728 5.83160 -0.189 0.044 0.144
H 2.09937 -0.82385 4.09256 -0.622 0.112 0.046
H 5.53374 -2.88308 2.65987 0.217 -0.085 -0.002
H 6.92246 -1.79967 4.35787 0.034 -0.097 0.088
H 4.54641 -3.17390 1.06699 -0.434 -0.033 0.136
H 4.63346 -4.54730 -0.69359 0.053 0.055 0.100
H 3.51492 -5.80817 -2.49347 -0.100 0.116 0.123
H 0.98703 -5.57161 -2.76578 0.123 -0.003 0.037
H -0.17357 -4.10483 -1.19411 -1.252 0.249 -0.196
O -0.89199 0.29614 3.52006 0.508 0.240 -0.376
N -2.03997 -0.12002 3.94318 0.164 0.228 -0.088
C -2.05126 -1.29962 4.58839 -0.877 -0.114 0.027
C -3.22367 -1.89459 4.97139 0.203 -0.869 0.389
C -4.41670 -1.26293 4.68442 -0.451 0.680 0.005
C -4.39913 0.00285 4.13796 0.123 -0.318 -0.249
C -3.19059 0.63051 3.75271 -0.324 0.437 -0.211
S -3.13433 2.19827 3.05419 0.031 -0.461 0.056
H -1.09089 -1.74820 4.68234 0.527 -0.151 0.131
H -3.21550 -2.86487 5.47243 0.140 0.265 -0.240
H -5.36512 -1.72957 4.89800 -0.131 -0.118 0.144
H -5.33288 0.51709 3.92684 0.286 0.050 -0.002
C -7.47339 0.43662 0.32803 0.525 -0.003 -0.490
C -6.76728 -0.70131 0.66931 0.463 -0.043 -0.125
C -5.37827 -0.77738 0.50863 -1.016 -0.238 0.569
C -4.68695 0.31833 0.04597 0.517 -0.167 -0.166
C -5.38606 1.46092 -0.28108 -0.065 1.520 -0.193
C -6.77125 1.53445 -0.16175 -0.232 -0.109 0.124
As -2.74214 0.10568 -0.12165 0.092 0.317 0.398
C -2.32738 1.67450 -1.20616 0.296 0.080 0.308
C -1.99705 2.95137 -0.74371 -0.322 -0.286 -0.363
C -1.64335 3.92644 -1.69149 -0.055 0.052 0.923
C -1.58606 3.62727 -3.03222 -0.204 -0.578 -0.703
C -1.90242 2.33917 -3.47222 0.650 0.119 -0.380
C -2.23791 1.35261 -2.56669 -0.710 -0.363 0.158
C -2.58070 -0.06342 -2.89523 0.580 0.452 0.191
C -2.55655 -0.60156 -4.16314 -0.005 -0.513 -0.759
C -2.76438 -1.97466 -4.35575 0.294 -0.057 0.213
C -2.96085 -2.81017 -3.24951 -0.283 0.973 -0.242
C -3.01262 -2.24101 -1.96773 0.095 -1.043 0.264
C -2.81442 -0.89227 -1.79209 -0.102 0.553 -0.216
H -8.54926 0.41688 0.35702 -0.243 0.199 0.219
H -7.31319 -1.53255 1.06287 -0.134 -0.538 0.161
H -4.86711 -1.68385 0.81130 0.084 -0.021 -0.032
H -4.84246 2.37110 -0.58637 -0.244 -0.613 0.038
H -7.33287 2.43416 -0.42328 0.389 -0.138 0.003
H -2.05497 3.16014 0.32988 0.169 0.045 -0.396
H -1.37713 4.91678 -1.35454 0.061 0.064 0.093
H -1.28876 4.36315 -3.77816 -0.004 -0.017 0.295
H -1.75650 2.07966 -4.51945 -0.185 0.131 0.060
H -2.33595 0.03795 -5.01818 -0.078 -0.162 0.123
H -2.69204 -2.41771 -5.36026 -0.124 0.307 0.476
H -3.12707 -3.85958 -3.42638 0.073 -0.247 0.212
H -3.14633 -2.87982 -1.07757 -0.011 0.261 -0.546
Cl -1.45930 -2.75852 1.68769 -0.153 0.289 -0.145
C -1.61718 -4.48414 1.69393 0.083 -0.836 0.260
Cl -3.32495 -4.98987 2.00195 0.260 0.046 -0.101
H -1.01783 -4.90834 2.50351 -0.157 0.199 -0.201
H -1.31408 -4.92977 0.74519 -0.078 0.315 0.130
S 1.05478 -1.07392 -2.49687 -0.046 -0.014 0.514
C 1.20126 0.12639 -3.64658 -0.336 -1.388 0.098
N 1.52379 1.39538 -3.34874 0.220 0.351 1.358
C 1.67861 2.36618 -4.25297 0.113 0.177 -0.798
C 1.53066 2.05430 -5.57800 0.589 1.195 -0.318
C 1.18246 0.75322 -5.97873 -0.411 -0.222 0.303
C 0.98786 -0.18570 -5.01827 -0.182 0.285 -0.244
H 1.68322 1.60895 -2.34613 -0.161 0.058 -0.298
H 1.92425 3.34318 -3.84002 -0.058 -0.201 -0.211
H 1.75102 2.81359 -6.32192 -0.214 -0.003 0.136
H 0.98616 0.51469 -7.01928 0.169 0.090 0.028
H 0.61385 -1.17309 -5.21778 0.118 -0.225 -0.133
O 0.90031 4.73401 0.27220 0.746 -0.364 -0.820
S 1.93882 4.18918 -0.59363 -0.660 -0.694 0.804
O 1.88910 4.55293 -1.99348 -0.189 0.194 -0.250
N 2.11876 2.56874 -0.44867 -0.358 0.298 -0.240
C 3.30543 2.23496 0.10697 0.285 -0.643 -0.128
O 3.75969 1.09942 0.28947 -0.694 0.560 -0.010
C 4.11715 3.43923 0.45528 0.524 1.061 -0.065
C 5.35717 3.48801 1.07363 -0.111 0.398 0.087
C 5.93147 4.74306 1.28944 0.120 0.265 0.166
C 5.27231 5.93052 0.93515 0.188 -0.543 -0.132
C 4.03237 5.87551 0.32073 -0.179 -0.190 -0.150
C 3.50966 4.62323 0.05903 0.147 -0.277 0.632
H 5.81175 2.56928 1.41066 0.166 -0.068 -0.034
H 6.90482 4.84362 1.77542 -0.263 -0.233 -0.118
H 5.74227 6.88703 1.11570 0.035 0.030 0.120
H 3.46689 6.76047 0.06382 0.074 0.090 -0.041